{"formula": "C33H18ClN8Pt", "method": "wB97M-V/def2-TZVPD", "elements": ["Pt", "C", "C", "C", "C", "C", "N", "C", "C", "C", "C", "C", "C", "C", "C", "N", "C", "N", "C", "N", "C", "N", "C", "N", "C", "N", "C", "C", "C", "C", "C", "C", "C", "C", "C", "C", "C", "C", "C", "C", "N", "H", "H", "H", "H", "H", "H", "H", "H", "H", "H", "H", "H", "H", "H", "H", "H", "Cl", "C", "H", "H"], "xyz": [[0.12264, 0.32790, 0.28861], [-5.27304, 4.12143, 0.25427], [-5.80993, 3.11405, 1.07920], [-5.04949, 2.02257, 1.45376], [-3.73668, 1.95322, 0.99240], [-2.70357, 0.94500, 1.16369], [-2.87721, -0.14134, 1.85712], [-2.03570, -1.19313, 1.73708], [-2.28390, -2.47919, 2.27891], [-3.22523, -2.93662, 3.21884], [-3.24128, -4.26883, 3.53810], [-2.33623, -5.17512, 2.91955], [-1.42718, -4.75496, 1.98634], [-1.38644, -3.37946, 1.65044], [-0.62943, -2.59630, 0.75983], [1.71792, -3.01668, 0.16488], [2.46641, -1.89078, 0.32280], [2.03489, -0.59235, 0.18421], [3.17000, 0.19228, 0.20240], [3.33102, 1.49088, -0.03681], [2.31855, 2.28777, -0.34290], [1.00742, 2.03429, -0.31020], [0.30925, 3.19492, -0.69658], [-0.97757, 3.41107, -0.66648], [-1.83829, 2.57343, -0.10844], [-1.58168, 1.36004, 0.47524], [-3.20928, 2.94290, 0.16989], [-3.97284, 4.04883, -0.20500], [1.28040, 4.20419, -1.05308], [1.14886, 5.52318, -1.48278], [2.30686, 6.25559, -1.67136], [3.57487, 5.70053, -1.42680], [3.69865, 4.39269, -0.98719], [2.53531, 3.65845, -0.80903], [4.32138, -0.63614, 0.47347], [5.67363, -0.32709, 0.59921], [6.55918, -1.36459, 0.81063], [6.10620, -2.70208, 0.87261], [4.77135, -3.01285, 0.73042], [3.87143, -1.95342, 0.54609], [-0.98983, -1.29730, 0.85922], [-5.89401, 4.96452, -0.02382], [-6.83462, 3.19928, 1.41976], [-5.44856, 1.23953, 2.08551], [-3.91415, -2.23790, 3.67719], [-3.95017, -4.64161, 4.26743], [-2.37175, -6.22347, 3.19172], [-0.75922, -5.46526, 1.51657], [-3.54986, 4.81930, -0.83688], [0.17002, 5.94951, -1.65932], [2.23793, 7.28255, -2.00959], [4.45917, 6.30632, -1.57898], [4.66402, 3.94648, -0.78555], [6.00370, 0.70121, 0.52733], [7.61637, -1.15805, 0.91916], [6.82630, -3.49676, 1.02354], [4.43915, -4.04397, 0.75352], [-0.03442, -4.48102, -1.13076], [0.35741, -2.92716, -0.28472], [0.32442, -2.15365, -1.04887], [1.91948, -3.77765, 0.79845]], "atomic_forces_ev_per_a": [[-0.0652, -0.0372, -0.3479], [-0.0507, -0.0951, 0.0757], [0.0679, 0.0866, -0.0810], [0.0593, 0.0112, 0.0016], [-0.1388, -0.0512, 0.0642], [0.0405, -0.0271, 0.2318], [0.0960, -0.0342, -0.1061], [-0.0194, -0.0954, -0.0683], [-0.1447, 0.0707, 0.1406], [0.0154, -0.0111, -0.0460], [0.0665, -0.0405, -0.0504], [-0.0549, 0.0474, 0.0369], [-0.0408, 0.0441, -0.0161], [0.1023, -0.0903, -0.0651], [-0.0734, -0.2142, -0.0759], [-0.1682, 0.0727, 0.0290], [0.0363, 0.0337, 0.1094], [0.0319, -0.0512, -0.1743], [0.0974, 0.0361, 0.0958], [-0.1009, -0.0345, 0.0575], [0.2375, 0.0564, -0.1692], [-0.2195, 0.1698, 0.2836], [0.1631, -0.1729, -0.1331], [-0.1829, -0.1135, 0.0899], [0.1651, 0.0809, 0.1256], [-0.0377, -0.0849, -0.2103], [-0.0339, 0.1610, -0.1122], [0.0434, -0.0262, 0.0214], [-0.1731, 0.0638, 0.0272], [0.0303, -0.0419, -0.0281], [0.0673, -0.0135, 0.0061], [-0.1080, -0.0005, -0.0009], [0.0087, 0.0110, -0.0514], [0.1593, -0.1311, 0.0819], [0.0349, 0.2633, -0.0261], [0.0212, -0.0204, 0.0163], [-0.0720, -0.0639, -0.0016], [-0.0155, 0.0731, -0.0110], [0.0494, 0.0457, 0.0072], [-0.1472, -0.1781, 0.0022], [0.0936, 0.3261, 0.2201], [-0.0043, -0.0050, 0.0063], [0.0018, 0.0044, 0.0018], [0.0104, -0.0026, -0.0056], [0.0105, 0.0099, -0.0098], [0.0070, -0.0177, -0.0017], [-0.0121, 0.0014, 0.0090], [0.0105, 0.0106, -0.0046], [0.0043, -0.0125, 0.0009], [0.0035, 0.0004, 0.0075], [0.0083, 0.0027, -0.0006], [0.0000, 0.0064, -0.0039], [-0.0091, -0.0027, 0.0070], [-0.0057, -0.0068, -0.0023], [0.0033, -0.0119, 0.0040], [0.0049, 0.0021, 0.0027], [0.0003, 0.0037, 0.0026], [0.0045, 0.0097, 0.0218], [0.0932, -0.0277, 0.0749], [0.0010, 0.0179, -0.0258], [0.0269, -0.0067, -0.0332]], "lowdin_charge": [1.1783, -0.1025, -0.1010, -0.0238, -0.1107, -0.3112, 0.1829, -0.3045, -0.1238, -0.0362, -0.1143, -0.1154, -0.0599, -0.1433, -0.2891, 0.0477, -0.2510, 0.0022, -0.2863, 0.1633, -0.3034, -0.0383, -0.2814, 0.1850, -0.2937, -0.0404, -0.1168, -0.0269, -0.1184, -0.0221, -0.0985, -0.0996, -0.0235, -0.1128, -0.1247, -0.0198, -0.0972, -0.1014, -0.0293, -0.1266, -0.0571, 0.0901, 0.0899, 0.1076, 0.1041, 0.0855, 0.0871, 0.0788, 0.1054, 0.1069, 0.0919, 0.0898, 0.1067, 0.1076, 0.0902, 0.0917, 0.1025, 0.6143, -0.6322, 0.0888, 0.1390], "e_homo_ev": [-2.7, -3.7], "gap_ev": [5.07, 4.77], "total_energy_ev": -62208.266, "spin_multiplicity": 3, "s2": 2.092, "charge": -1}